Record 1
Entry from the OMol25 dataset: a 2-piece molecular cluster, C3H14N5 overall (ωB97M-V/def2-TZVPD).

CARTESIAN COORDINATES (ANGSTROEM)
C 0.314 0.841 1.662
C 1.075 -0.404 -0.752
C 0.422 -0.521 0.728
N 0.403 0.137 -1.749
N 2.237 -1.056 -0.870
N 1.048 -1.691 1.295
N -0.996 -0.865 0.426
N -1.653 1.837 -1.372
H -0.314 1.429 0.928
H 1.307 1.152 2.015
H -0.406 0.677 2.498
H 0.679 0.177 -2.696
H -0.561 0.554 -1.402
H 2.730 -1.465 -0.056
H 2.774 -1.223 -1.771
H 1.109 -1.594 2.360
H 0.485 -2.519 1.280
H -1.619 -0.670 1.105
H -0.828 -1.755 -0.009
H -2.430 1.503 -0.929
H -1.345 2.534 -0.686
H -1.579 2.300 -2.252

Output
- HOMO-LUMO gap (eV) = 10.57
- net charge = +1
- ΔE to the lowest compared entry with this formula, charge and spin (kcal per mole) = 44.6

=====

Record 2
Entry from the OMol25 dataset: one molecule with the formula C3H14N6 (ωB97M-V/def2-TZVPD).

CARTESIAN COORDINATES (ANGSTROEM)
C -0.441 0.440 0.189
C 0.410 -0.651 -0.288
C -0.751 1.545 -0.783
N -1.582 -0.777 0.159
N 1.811 0.365 -0.097
N -2.811 -0.461 -0.445
N -1.624 -1.556 1.333
N 2.412 0.245 1.175
N 2.673 0.464 -1.210
H -0.299 0.714 1.232
H -3.261 -1.305 -0.795
H -3.442 -0.002 0.216
H -2.021 -2.472 1.137
H -2.169 -1.100 2.068
H 2.941 1.085 1.402
H 3.048 -0.559 1.217
H 3.283 -0.355 -1.288
H 3.264 1.291 -1.128
H 0.361 -0.860 -1.350
H 0.660 -1.462 0.390
H -1.413 2.282 -0.332
H 0.185 1.982 -1.128
H -1.234 1.146 -1.673

Output
- HOMO-LUMO gap (eV) = 9.04
- SMILES string = C[C@H](CN(N)N)N(N)N
- ΔE to the lowest compared entry with this formula, charge and spin (kcal per mole) = 108.3

=====

Record 3
Entry from the OMol25 dataset: a 2-piece molecular cluster, C3H14N6 overall (ωB97M-V/def2-TZVPD).

CARTESIAN COORDINATES (ANGSTROEM)
C 9.835 -0.916 0.990
C 9.700 -0.198 -1.358
C -8.604 -1.837 0.917
N 10.047 0.001 0.092
N -8.859 0.329 0.064
N -9.802 2.373 -0.180
N -9.494 1.135 -0.746
N 10.495 1.218 0.339
N -8.844 -0.919 -0.166
H 10.003 -0.811 2.098
H 9.546 -1.922 0.705
H 10.181 0.554 -1.811
H 10.230 -1.051 -1.643
H 8.636 -0.148 -1.473
H -7.776 -2.661 0.785
H -8.492 -1.274 1.889
H -9.488 -2.389 0.844
H -9.215 3.192 -0.337
H -10.005 2.264 0.797
H -9.773 1.098 -1.779
H 10.230 1.857 -0.315
H 10.685 1.434 1.280
H -9.235 -1.328 -0.992

Output
- HOMO-LUMO gap (eV) = 9.47
- net charge = +2
- ΔE to the lowest compared entry with this formula, charge and spin (kcal per mole) = 100.6

=====

Record 4
Entry from the OMol25 dataset: a 3-piece molecular cluster, C3H14NO2 overall (ωB97M-V/def2-TZVPD).

CARTESIAN COORDINATES (ANGSTROEM)
C -0.978 -0.096 -0.543
C -0.768 -1.037 0.630
C -1.634 -2.277 0.486
N 0.195 0.853 -0.767
H -1.137 -0.579 -1.468
H -1.807 0.595 -0.422
H -1.008 -0.455 1.518
H 0.298 -1.234 0.759
H -2.150 -2.271 -0.473
H -1.053 -3.201 0.406
H -2.349 -2.462 1.258
H 0.061 1.709 -0.250
H 1.091 0.396 -0.585
H 0.305 1.178 -1.732
H 0.374 4.878 1.322
H 1.701 4.275 0.728
O 0.881 4.077 1.200
H 2.307 -2.055 -1.031
H 3.273 -1.152 -0.309
O 2.399 -1.142 -0.726

Output
- HOMO-LUMO gap (eV) = 11.81
- net charge = +1
- ΔE to the lowest compared entry with this formula, charge and spin (kcal per mole) = 17.9

=====

Record 5
Entry from the OMol25 dataset: a 3-piece molecular cluster, C3H14NO2 overall (ωB97M-V/def2-TZVPD).

CARTESIAN COORDINATES (ANGSTROEM)
C 1.017 -0.416 -1.793
C 0.548 -1.123 -0.549
N -0.127 -0.211 0.416
C -0.525 -0.880 1.677
H 1.663 0.448 -1.666
H 1.524 -1.140 -2.428
H 0.127 -0.062 -2.339
H -0.233 -1.839 -0.859
H 1.303 -1.677 0.007
H -0.997 0.151 -0.039
H 0.513 0.594 0.638
H -1.377 -1.528 1.437
H -0.863 -0.140 2.399
H 0.316 -1.446 2.105
H 2.580 1.944 0.261
H 1.838 2.436 1.439
O 1.870 1.675 0.855
H -3.121 0.286 -1.424
H -2.958 1.241 -0.249
O -2.595 0.429 -0.630

Output
- HOMO-LUMO gap (eV) = 13.20
- net charge = +1
- ΔE to the lowest compared entry with this formula, charge and spin (kcal per mole) = 4.3

=====

Record 6
Entry from the OMol25 dataset: a 3-piece molecular cluster, C3H14NO2 overall (ωB97M-V/def2-TZVPD).

CARTESIAN COORDINATES (ANGSTROEM)
C -0.430 1.859 -0.369
C -1.020 0.639 0.206
N 0.030 -0.224 0.826
C -0.248 -0.822 2.175
H 0.026 2.539 0.350
H 0.538 1.640 -1.010
H -1.150 2.349 -1.048
H -1.799 0.820 0.964
H -1.516 0.094 -0.610
H 0.897 0.313 0.869
H 0.333 -0.966 0.162
H -0.625 -0.056 2.850
H 0.648 -1.272 2.561
H -1.030 -1.560 2.073
H -0.634 -2.433 -1.484
H 0.905 -2.624 -1.676
O 0.228 -2.012 -1.344
H 2.054 1.249 -1.900
H 1.315 -0.111 -2.143
O 1.479 0.579 -1.450

Output
- HOMO-LUMO gap (alpha / beta) (eV) = 13.32 / 6.68
- net charge = +2
- multiplicity = 2
- ΔE to the lowest compared entry with this formula, charge and spin (kcal per mole) = 0.3